Entry one
ORCA calculation (ωB97M-V/def2-TZVPD) on the molecule CH4BF.

As for the HOMO energy: -10.9 eV. As for the lowest unoccupied orbital energy: -0.02 eV.

Last column: Mulliken charge in e.
Cartesian coordinates (Å):
1 B 0.5464 0.1213 -0.5518  -0.0578
2 C -0.6686 0.1524 0.4225  0.0201
3 F -1.6782 -0.6490 0.4000  -0.1486
4 H 1.1962 1.0014 -0.5688  -0.0955
5 H 0.6074 -0.4893 -1.5019  -0.0655
6 H -0.7832 0.7350 1.4011  0.2509
7 H 0.7800 -0.8719 0.3989  0.0964

***

Entry two
ORCA calculation (ωB97M-V/def2-TZVPD) on the molecule CH4BF.

As for the HOMO energy: -11.1 eV. The SMILES is BCF. As for the lowest unoccupied orbital energy: -0.05 eV.

Last column: Mulliken charge in e.
Cartesian coordinates (Å):
1 B -0.4866 -0.5790 -0.0713  0.1463
2 C 0.8464 0.4425 -0.0144  -0.1789
3 F 1.9990 -0.2746 0.2151  -0.2580
4 H 0.0391 -1.6580 -0.3562  -0.0252
5 H 1.0979 1.3871 0.6628  0.2051
6 H 0.8459 0.8984 -1.1263  0.1254
7 H -1.6879 -0.3928 0.2383  -0.0147

***

Pick entry two: it beats the second-best structure by 0.0275 hartree.

***

Entry one
ORCA calculation (ωB97M-V/def2-TZVPD) on the ion C5H15N3 with charge +2.

As for the HOMO energy: -17.9 eV. Its net charge is +2. The SMILES is [NH2+]=CNCCCC[NH3+]. As for the lowest unoccupied orbital energy: -6.06 eV.

Last column: Mulliken charge in e.
Cartesian coordinates (Å):
1 C -1.7844 2.1061 -1.0596  -0.7636
2 C -0.8719 0.9145 -1.3034  -0.5807
3 C -0.7140 0.1251 0.0208  -0.7801
4 C 0.3190 -1.0265 -0.1136  -0.7271
5 N 0.7731 -1.4467 1.2206  -0.1954
6 C 1.9568 -1.9834 1.4083  0.2164
7 N 2.3249 -2.5129 2.5473  -0.2756
8 N -1.7015 3.1386 -2.1839  -0.2510
9 H -1.5182 2.6180 -0.1426  0.4235
10 H -2.8196 1.8057 -1.0035  0.3361
11 H -1.2354 0.2626 -2.0981  0.3554
12 H 0.1229 1.2652 -1.6109  0.4608
13 H -0.3807 0.8092 0.7995  0.4349
14 H -1.6788 -0.3265 0.2391  0.3909
15 H -0.1999 -1.8521 -0.6057  0.2902
16 H 1.1914 -0.6325 -0.6267  0.4357
17 H 0.0585 -1.7039 1.8929  0.2896
18 H 2.6909 -2.0067 0.6245  0.3429
19 H 3.2709 -2.8592 2.6513  0.2716
20 H 1.7174 -2.5736 3.3526  0.2336
21 H -2.3757 2.9186 -2.9175  0.3800
22 H -0.7621 3.1419 -2.5902  0.3545
23 H -1.9053 4.0623 -1.8013  0.3574

***

Entry two
ORCA calculation (ωB97M-V/def2-TZVPD) on the ion C5H15N3 with charge +2.

As for the HOMO energy: -18.1 eV. Its net charge is +2. The SMILES is C[C@H]([NH3+])CC/[NH+]=C/N. As for the lowest unoccupied orbital energy: -6.91 eV.

Last column: Mulliken charge in e.
Cartesian coordinates (Å):
1 C -0.6530 -1.4977 2.3679  -1.3572
2 C -0.3172 -1.6482 0.9216  0.4040
3 C 0.6253 -0.6114 0.3430  -0.7838
4 C 0.0158 0.8409 0.4766  -0.8844
5 N -0.1575 2.7575 -2.7112  -0.3574
6 C 0.3870 2.3150 -1.5463  0.2400
7 N -0.3009 1.4942 -0.7552  -0.2072
8 N 0.4130 -3.0099 0.7112  -0.3468
9 H -0.3843 -0.4590 2.8573  0.3377
10 H -1.8163 -1.5329 2.5750  0.3079
11 H -0.0557 -2.1899 3.0632  0.4174
12 H -1.1911 -1.6502 0.1962  0.3278
13 H 1.6958 -0.5961 0.9107  0.4328
14 H 1.0540 -0.7744 -0.7292  0.3844
15 H -0.9296 0.9574 1.1792  0.4194
16 H 0.8007 1.5486 0.9406  0.3117
17 H -1.1723 2.7558 -2.9931  0.2552
18 H 0.4245 3.1990 -3.4214  0.2714
19 H 1.4065 2.4760 -1.3263  0.4046
20 H -1.3025 1.2073 -1.1809  0.3250
21 H 0.1498 -3.3569 -0.2930  0.4193
22 H -0.0737 -3.7321 1.2277  0.3692
23 H 1.3645 -2.9371 0.9029  0.3089

***

Pick entry one: it beats the second-best structure by 0.0841 hartree.

***

Entry one
ORCA calculation (ωB97M-V/def2-TZVPD) on the ion C5H15N3 with charge +2.

As for the HOMO energy: -18.6 eV. Its net charge is +2. The SMILES is C[C@@H]([NH3+])CC/[NH+]=C/N. As for the lowest unoccupied orbital energy: -6.61 eV.

Last column: Mulliken charge in e.
Cartesian coordinates (Å):
1 C 2.7738 0.3847 -0.0267  -1.3872
2 C 1.3955 0.6644 0.6013  0.4265
3 C 0.3857 1.2115 -0.4273  -1.2989
4 C -1.0669 0.6849 -0.3191  -0.6074
5 N -2.3662 -2.7158 -0.7202  -0.2688
6 C -2.0811 -1.5217 -0.2964  0.2390
7 N -1.1528 -0.7179 -0.7662  -0.1881
8 N 1.6074 1.7759 1.6561  -0.3706
9 H 3.3171 -0.3748 0.5435  0.3913
10 H 2.6612 0.0717 -1.0452  0.3640
11 H 3.4704 1.2243 0.0409  0.4165
12 H 1.0426 -0.2247 1.1161  0.4117
13 H 0.3578 2.3006 -0.3969  0.5324
14 H 0.7170 0.9896 -1.4453  0.4081
15 H -1.6254 1.2887 -0.9839  0.3767
16 H -1.3911 0.7327 0.7157  0.3894
17 H -1.9757 -3.0736 -1.5844  0.2439
18 H -3.0386 -3.3211 -0.2700  0.2748
19 H -2.6441 -1.1562 0.5556  0.3299
20 H -0.6982 -0.9087 -1.6463  0.2578
21 H 2.2636 2.4693 1.2939  0.3807
22 H 2.0197 1.4172 2.5212  0.3567
23 H 0.7186 2.2368 1.8481  0.3217

***

Entry two
ORCA calculation (ωB97M-V/def2-TZVPD) on the ion C5H15N3 with charge +2.

As for the HOMO energy: -19.5 eV. Its net charge is +2. The SMILES is CCC/[N+]([NH3+])=C(/C)N. As for the lowest unoccupied orbital energy: -7.68 eV.

Last column: Mulliken charge in e.
Cartesian coordinates (Å):
1 C -1.3148 0.6801 0.0354  1.3414
2 C -2.4794 0.1962 0.8251  -1.5656
3 C 1.9701 -0.1773 1.1258  -1.0755
4 C 2.0973 -0.0873 -0.4213  -0.4697
5 C 0.7725 0.2294 -1.1806  -0.9190
6 N -1.2305 1.9387 -0.1549  -0.2375
7 N -0.4166 -0.1791 -0.4792  0.0949
8 N -0.4929 -1.5951 -0.5113  -0.4201
9 H -3.2603 0.9009 0.6655  0.4176
10 H -2.8154 -0.8420 0.5407  0.4161
11 H -2.1149 0.3026 1.7792  0.4346
12 H 1.8869 0.6851 1.7378  0.3430
13 H 1.1702 -0.9504 1.4780  0.2007
14 H 2.8760 -0.5885 1.5429  0.3546
15 H 2.4333 -0.9825 -0.8243  0.4280
16 H 2.8487 0.6236 -0.7557  0.4387
17 H 0.8102 1.3464 -1.3805  0.2661
18 H 0.8109 -0.2762 -2.1748  0.3658
19 H -1.8232 2.4981 0.3892  0.2555
20 H -0.3693 2.2002 -0.7669  0.2061
21 H -1.2295 -1.9315 0.1121  0.2874
22 H 0.4753 -2.0291 -0.1143  0.4391
23 H -0.6048 -1.9623 -1.4679  0.3978

***

Pick entry one: it beats the second-best structure by 0.1384 hartree.